Molecular formula: C6H10BNS
Method: DFT, the ωB97M-V functional and the def2-TZVPD basis

Last column: natural (NBO) charge in e.
Cartesian coordinates (Å):
S: 0.78 0.39 -1.79  0.43
N: 0.58 0.46 0.68  -0.43
C: 1.81 1.47 -0.95  -0.46
C: -1.91 -1.68 -1.62  -1.03
C: -1.91 -1.47 1.02  -1.04
C: 2.43 1.90 1.43  -0.63
C: 1.48 1.37 0.37  0.14
C: 0.08 -0.12 -0.32  -0.24
B: -1.21 -1.19 -0.33  0.84
H: -2.17 -2.52 1.26  0.25
H: -1.17 -1.92 -2.46  0.24
H: 3.03 1.05 1.76  0.23
H: 1.80 2.39 2.25  0.22
H: 2.50 2.06 -1.52  0.24
H: -2.32 -0.74 -2.11  0.27
H: -2.78 -2.38 -1.63  0.24
H: -2.74 -0.86 1.25  0.26
H: -1.20 -0.95 1.79  0.25
H: 2.93 2.72 0.92  0.21

- Total energy: -712.39351 a.u.
- Largest force on an atom: 0.095 hartree/bohr
- ΔE to the lowest compared entry with this formula, charge and spin: 0.453 eV
- Kohn-Sham gap: 9.33 eV
- SMILES string: CB(C)c1nc(C)cs1